No. 1
Computed, not measured: a molecular structure, C5H4N2O at a distorted geometry, with the ωB97M-V functional and the def2-TZVPD basis.

Structure (ORCA input):
```
! wB97M-V def2-TZVPD RIJCOSX def2/J DEFGRID3
* xyz 0 1
C 2.87887 -1.80777 -0.57066
C 2.16924 -0.81592 -0.42303
C -2.41644 -0.83123 -0.08977
C -0.90518 1.17863 -0.77528
C -1.27164 0.05726 0.20934
N -3.35582 -1.44252 -0.25743
N -0.21803 -0.04007 -0.81603
O 1.31698 0.02358 -0.03629
H 3.42322 -2.57904 -0.81321
H -1.32114 1.36719 -1.77284
H -0.28493 2.02322 -0.38938
H -1.16138 0.25919 1.20626
*
```

## Properties
* highest occupied orbital energy: -9.36 eV

***

No. 2
Computed, not measured: C5H4N2O in the gas phase at a distorted geometry, with the ωB97M-V functional and the def2-TZVPD basis.

Structure (ORCA input):
```
! wB97M-V def2-TZVPD RIJCOSX def2/J DEFGRID3
* xyz 0 1
C 1.04957 -0.74939 -1.45956
C 0.27656 -0.17601 -0.44374
C 0.57768 -0.52950 0.94424
C -0.97813 0.95722 1.61162
C -0.94032 0.44812 -0.84061
H 1.83494 -1.50621 -1.17392
H 1.08551 -0.71575 -2.52626
H 1.31604 -1.14465 1.04095
H -1.03565 1.81643 2.45155
N -0.23331 -0.27990 1.96571
N -1.38864 1.31869 0.43448
O -1.56425 0.56094 -2.00447
*
```

## Properties
* highest occupied orbital energy: -9.69 eV
* SMILES: C=C1C=NC=NC1=O

***

No. 3
Computed, not measured: C5H4N2O in the gas phase at a distorted geometry, with the ωB97M-V functional and the def2-TZVPD basis.

Structure (ORCA input):
```
! wB97M-V def2-TZVPD RIJCOSX def2/J DEFGRID3
* xyz 0 1
C 0.23386 -1.36728 -1.23904
C 0.47301 -0.03885 -0.56896
C 1.27465 1.02128 -0.25285
C -0.32579 1.28914 1.18062
C -0.61778 0.18033 0.31213
H -1.91825 -1.29664 1.00078
H 0.76118 -1.90937 -2.18152
H 2.22904 1.14138 -0.65389
H -0.67363 2.08046 1.99568
N -1.45383 -0.85332 0.14602
N -0.83877 -1.93744 -0.46901
O 0.85630 1.69030 0.73004
*
```

## Properties
* highest occupied orbital energy: -7.98 eV
* SMILES: c1n[nH]c2cocc12

***

No. 4
Computed, not measured: C5H4N2O4S in the gas phase at a distorted geometry, with the ωB97M-V functional and the def2-TZVPD basis.

Structure (ORCA input):
```
! wB97M-V def2-TZVPD RIJCOSX def2/J DEFGRID3
* xyz 0 1
C 1.59382 -0.89551 -0.51328
C 0.24677 -1.22101 -0.44623
C 2.27888 0.06980 0.23788
C -0.71419 -0.48826 0.22849
C -0.32485 0.94175 0.68095
N -2.03176 -0.96267 0.51728
N -0.58802 1.84427 -0.63185
O -2.46318 -1.84548 -0.20899
O -2.64038 -0.47829 1.42613
O -1.70465 1.65510 -1.00127
O 0.28471 2.43773 -1.19893
S 1.43445 1.20603 1.17265
H 2.17332 -1.60283 -1.01365
H -0.02240 -2.25864 -0.86196
H 3.33909 0.25835 0.08962
H -0.86162 1.33965 1.52312
*
```

## Properties
* highest occupied orbital energy (alpha / beta): -9.20 / -9.21 eV
* SMILES: O=[N+]([O-])C1=CC=CS[C@H]1[N+](=O)[O-]

***

No. 5
Computed, not measured: C5H4N4S in the gas phase, with the ωB97M-V functional and the def2-TZVPD basis.

Structure (ORCA input):
```
! wB97M-V def2-TZVPD RIJCOSX def2/J DEFGRID3
* xyz 0 1
C -1.53746 0.51827 -0.00888
C -1.46136 -1.76024 0.01069
C 0.49434 -0.71433 0.00421
C 1.92978 1.24734 -0.00136
C -0.12447 0.52159 -0.00363
H -1.74512 2.55659 0.02801
H -3.25005 1.62799 0.01725
H -2.03292 -2.67744 -0.02693
H 2.77855 1.94676 0.00944
N -2.23453 1.67936 -0.00145
N -2.19548 -0.64546 -0.00337
N -0.14147 -1.89318 0.00185
N 0.69969 1.63327 0.00066
S 2.22169 -0.48423 -0.00111
*
```

## Properties
* highest occupied orbital energy: -8.87 eV
* SMILES: Nc1ncnc2scnc12

***

No. 6
Computed, not measured: a gas-phase ion, C5H4NOS2 (charge -1) at a distorted geometry, with the ωB97M-V functional and the def2-TZVPD basis.

Structure (ORCA input):
```
! wB97M-V def2-TZVPD RIJCOSX def2/J DEFGRID3
* xyz -1 1
C -0.14566 -1.13997 -0.19177
C -0.78548 -0.01419 -0.08912
C 1.87157 -1.16782 0.75804
C 1.76877 1.16555 0.29313
C -2.18666 0.52101 -0.57956
N 2.35605 -0.01803 0.56806
O 2.31425 2.07166 -0.25291
S 2.44637 -2.55619 1.38331
S 0.02228 1.38361 0.76262
H -0.27931 -2.11026 -0.55652
H -2.27833 0.48951 -1.66930
H -2.27075 1.57469 -0.26035
H -2.83308 -0.19957 -0.16561
*
```

## Properties
* highest occupied orbital energy: -3.73 eV

***

No. 7
Computed, not measured: a molecular structure, C5H4NOS5Se3TeW, with the ωB97M-V functional and the def2-TZVPD basis.

Structure (ORCA input):
```
! wB97M-V def2-TZVPD RIJCOSX def2/J DEFGRID3
* xyz 0 2
W -0.59689 1.00660 -1.49567
O -1.03725 -0.17757 0.20784
N -0.18636 -0.37008 1.22077
C -0.70423 -0.89176 2.35289
C 0.11170 -1.13824 3.41972
C 1.47629 -0.84230 3.31077
C 1.96743 -0.31691 2.14342
C 1.10714 -0.07004 1.06482
S 1.59134 0.55922 -0.46758
H -1.76649 -1.07699 2.31842
H -0.31171 -1.55055 4.32276
H 2.14029 -1.02405 4.14426
H 3.01311 -0.07427 2.02194
S -1.14213 2.83230 -0.57655
S -2.93477 0.05379 -1.60393
S -2.28479 -1.76128 -2.22588
S -0.38589 -1.36737 -2.63239
Se -1.96234 1.41350 -3.73152
Se -0.73184 2.15142 -5.66719
Te 1.24320 0.74308 -5.15710
Se 1.39418 1.90152 -2.96980
*
```

## Properties
* highest occupied orbital energy (alpha / beta): -7.18 / -7.38 eV
* <S²>: 0.761

***

No. 8
Computed, not measured: a gas-phase ion, C5H4NS2 (charge -1) at a distorted geometry, with the ωB97M-V functional and the def2-TZVPD basis.

Structure (ORCA input):
```
! wB97M-V def2-TZVPD RIJCOSX def2/J DEFGRID3
* xyz -1 1
C -0.69822 0.38911 -0.97553
C -0.89386 -0.39335 -2.13581
C -0.12676 0.06607 0.19612
C 1.33660 -2.12044 -1.84294
C 0.55676 -0.31234 1.27150
N -0.03362 -0.27734 2.44908
S 1.99531 -3.58239 -1.53790
S -0.36213 -2.01693 -2.30215
H -1.19340 1.34052 -1.19912
H -1.61694 -0.19187 -2.83259
H 1.65992 -0.57280 1.28165
H 0.69553 -0.60706 3.05495
*
```

## Properties
* highest occupied orbital energy (alpha / beta): -2.62 / -2.38 eV

***

no.,M (g/mol)
1,108.10
2,108.10
3,108.10
4,188.16
5,152.18
6,158.23
7,802.75
8,142.23